Molecular formula: C27H27N5O4
Method: DFT, the ωB97M-V functional and the def2-TZVPD basis

The geometry in XYZ format:
```
63
Properties=species:S:1:pos:R:3:lowdin_charge:R:1
C -7.934 -1.517 0.638 -0.08
C -6.515 -1.883 1.078 -0.25
N -5.436 -1.173 0.407 -0.19
C -5.366 -1.448 -1.020 -0.10
C -4.014 -1.032 -1.600 -0.46
O -3.914 -0.413 -2.631 0.09
N -2.979 -1.483 -0.839 0.14
C -1.633 -1.119 -0.899 -0.22
C -0.769 -1.654 0.056 -0.03
C 0.555 -1.272 0.096 -0.03
C 1.046 -0.344 -0.818 -0.15
C 2.441 0.180 -0.784 -0.42
O 2.705 1.316 -1.128 0.07
N 3.360 -0.729 -0.348 0.13
C 4.740 -0.574 -0.176 -0.22
C 5.475 -1.680 0.233 -0.03
C 6.842 -1.599 0.429 -0.03
C 7.503 -0.395 0.215 -0.28
O 8.843 -0.196 0.375 -0.09
C 9.637 -1.281 0.786 -0.10
C 6.764 0.716 -0.195 0.01
C 5.403 0.634 -0.389 0.00
C 0.179 0.179 -1.775 0.00
C -1.143 -0.208 -1.832 0.01
C -5.413 0.263 0.675 -0.10
C -3.994 0.751 0.789 -0.31
N -3.561 1.688 0.038 0.19
C -2.251 2.083 0.175 -0.22
C -1.756 3.079 -0.671 -0.01
C -0.443 3.480 -0.568 -0.06
C 0.405 2.911 0.379 -0.07
C -0.066 1.929 1.221 -0.01
C -1.392 1.503 1.128 -0.08
C -1.897 0.441 1.989 -0.42
O -1.283 -0.161 2.846 0.07
N -3.229 0.131 1.739 0.20
H -8.653 -2.072 1.234 0.07
H -8.119 -0.454 0.776 0.07
H -8.092 -1.766 -0.408 0.07
H -6.349 -2.952 0.912 0.12
H -6.409 -1.696 2.151 0.11
H -6.140 -0.924 -1.599 0.13
H -5.485 -2.525 -1.174 0.14
H -3.243 -2.021 -0.023 0.14
H -1.146 -2.353 0.789 0.12
H 1.182 -1.666 0.883 0.12
H 3.018 -1.658 -0.151 0.13
H 4.975 -2.624 0.404 0.11
H 7.376 -2.481 0.747 0.10
H 9.335 -1.652 1.771 0.09
H 9.604 -2.102 0.062 0.09
H 10.654 -0.896 0.845 0.09
H 7.286 1.645 -0.358 0.12
H 4.844 1.497 -0.709 0.10
H 0.563 0.908 -2.472 0.13
H -1.806 0.206 -2.572 0.11
H -5.909 0.848 -0.110 0.14
H -5.915 0.457 1.627 0.13
H -2.425 3.506 -1.400 0.11
H -0.062 4.241 -1.231 0.11
H 1.435 3.226 0.436 0.11
H 0.569 1.466 1.962 0.13
H -3.639 -0.610 2.296 0.16
```

Properties
Total energy   -44079.937 eV
Largest force on an atom   0.80 eV/Å
Lowest unoccupied orbital energy   0.5 eV
HOMO energy   -7.8 eV
HOMO-LUMO gap   8.284 eV
Spin multiplicity   1
SMILES   CCN(CC(=O)Nc1ccc(C(=O)Nc2ccc(OC)cc2)cc1)Cc1nc2ccccc2c(=O)[nH]1



Molecular formula: C27H27N5O4S
Method: DFT, the ωB97M-V functional and the def2-TZVPD basis

The geometry in XYZ format:
```
64
Properties=species:S:1:pos:R:3:lowdin_charge:R:1
C -3.713 -1.978 -4.318 -0.08
O -4.581 -1.484 -3.325 -0.08
C -4.049 -0.951 -2.198 -0.27
C -4.966 -0.444 -1.272 0.01
C -4.532 0.126 -0.098 -0.01
C -3.170 0.195 0.198 -0.19
C -2.726 0.845 1.418 -0.17
C -3.155 2.016 2.019 -0.09
N -2.355 2.277 3.067 0.02
N -1.470 1.367 3.163 0.04
N -1.659 0.472 2.185 -0.02
C -0.854 -0.667 2.089 -0.20
C 0.509 -0.544 2.339 0.00
C 1.334 -1.638 2.193 0.00
C 0.810 -2.866 1.793 -0.26
N 1.673 -3.941 1.527 0.14
C 2.789 -3.872 0.741 -0.44
O 3.572 -4.789 0.656 0.10
C 2.901 -2.589 -0.027 -0.15
C 1.849 -2.203 -0.855 -0.01
C 1.900 -0.988 -1.511 -0.04
C 2.999 -0.167 -1.334 -0.25
S 2.930 1.497 -2.003 0.67
O 4.258 2.016 -2.117 -0.27
O 2.073 1.490 -3.152 -0.28
N 2.154 2.358 -0.814 -0.23
C 0.761 2.054 -0.600 -0.21
C 0.085 3.232 0.098 -0.16
C 0.800 3.543 1.409 -0.20
C 2.283 3.787 1.140 -0.16
C 2.890 2.593 0.405 -0.20
C 4.072 -0.562 -0.560 -0.04
C 4.032 -1.788 0.083 0.00
C -0.567 -3.004 1.637 0.00
C -1.397 -1.911 1.782 0.00
C -2.260 -0.310 -0.727 -0.03
C -2.689 -0.876 -1.912 0.00
H -4.356 -2.327 -5.124 0.09
H -3.113 -2.815 -3.948 0.10
H -3.050 -1.194 -4.698 0.10
H -6.016 -0.506 -1.507 0.12
H -5.249 0.516 0.610 0.12
H -3.958 2.667 1.745 0.11
H 0.901 0.410 2.654 0.10
H 2.392 -1.547 2.381 0.13
H 1.451 -4.848 1.915 0.16
H 0.993 -2.850 -0.978 0.13
H 1.108 -0.660 -2.166 0.11
H 0.320 1.874 -1.581 0.12
H 0.658 1.144 0.018 0.11
H 0.134 4.101 -0.560 0.12
H -0.966 2.996 0.278 0.10
H 0.353 4.421 1.877 0.11
H 0.679 2.708 2.103 0.09
H 2.397 4.674 0.516 0.12
H 2.821 3.949 2.075 0.11
H 3.923 2.791 0.117 0.12
H 2.862 1.700 1.053 0.12
H 4.924 0.094 -0.478 0.12
H 4.859 -2.120 0.692 0.13
H -0.983 -3.967 1.382 0.12
H -2.462 -2.016 1.644 0.13
H -1.199 -0.246 -0.532 0.10
H -1.953 -1.245 -2.609 0.10
```

Properties
Total energy   -54912.651 eV
Largest force on an atom   1.31 eV/Å
Lowest unoccupied orbital energy   0.0 eV
HOMO energy   -8.7 eV
HOMO-LUMO gap   8.651 eV
Spin multiplicity   1
SMILES   COc1ccc(-c2cnnn2-c2ccc(NC(=O)c3ccc(S(=O)(=O)N4CCCCC4)cc3)cc2)cc1



Molecular formula: C27H27O8S2
Method: DFT, the ωB97M-V functional and the def2-TZVPD basis

The geometry in XYZ format:
```
64
Properties=species:S:1:pos:R:3:lowdin_charge:R:1
C -4.532 4.565 -2.192 -0.08
C -3.639 4.297 -3.237 -0.08
C -2.371 3.772 -2.962 -0.05
C -1.999 3.535 -1.632 -0.26
S -0.310 3.075 -1.213 0.70
C -0.109 1.308 -1.364 -0.33
C -0.839 0.423 -0.614 -0.01
C -1.130 -0.910 -1.092 -0.22
C -1.029 -1.264 -2.462 -0.05
C -1.179 -2.588 -2.858 -0.08
C -1.387 -3.598 -1.913 -0.05
C -1.597 -3.238 -0.577 -0.06
C -1.560 -1.905 -0.197 0.00
S 1.337 0.719 -2.289 0.70
C 2.627 1.928 -1.914 -0.29
C 3.261 2.604 -2.956 -0.06
C 4.214 3.580 -2.654 -0.08
C 4.524 3.869 -1.323 -0.08
C 3.896 3.167 -0.290 -0.07
C 2.967 2.167 -0.581 -0.06
O 1.771 -0.531 -1.709 -0.27
O 1.060 0.845 -3.707 -0.33
O 0.478 3.705 -2.258 -0.31
O -0.120 3.408 0.183 -0.31
C -2.899 3.767 -0.590 -0.06
C -4.165 4.286 -0.870 -0.08
H -5.511 4.994 -2.407 0.10
H -3.920 4.509 -4.270 0.10
H -1.664 3.560 -3.764 0.12
H -1.321 0.791 0.296 0.14
H -0.873 -0.491 -3.222 0.10
H -1.117 -2.829 -3.915 0.10
H -1.412 -4.645 -2.210 0.10
H -1.794 -3.998 0.169 0.10
H -1.804 -1.618 0.822 0.10
H 2.979 2.381 -3.986 0.11
H 4.702 4.110 -3.473 0.10
H 5.256 4.640 -1.090 0.10
H 4.118 3.391 0.753 0.11
H 2.486 1.589 0.211 0.13
H -2.590 3.558 0.433 0.11
H -4.845 4.488 -0.042 0.10
H 1.020 -1.228 2.489 0.09
C 0.423 -2.085 2.212 -0.01
C -0.811 -2.338 2.870 -0.56
O -1.639 -3.215 2.603 -0.01
O -1.080 -1.425 3.865 -0.05
C -2.365 -1.671 4.471 -0.26
C -2.446 -1.021 5.829 -0.09
C 1.049 -3.274 1.724 -0.50
O 0.530 -4.144 1.021 0.02
O 2.377 -3.406 2.073 -0.03
C 2.927 -4.627 1.529 -0.26
C 4.225 -5.013 2.194 -0.09
H -3.126 -1.273 3.784 0.12
H -2.536 -2.750 4.572 0.11
H -3.497 -0.905 6.106 0.07
H -1.986 -1.669 6.583 0.07
H -1.954 -0.046 5.852 0.07
H 2.207 -5.443 1.665 0.11
H 3.059 -4.460 0.450 0.12
H 4.663 -5.843 1.633 0.07
H 4.952 -4.200 2.228 0.07
H 4.049 -5.376 3.211 0.07
```

Properties
Total energy   -66486.321 eV
Largest force on an atom   1.39 eV/Å
Lowest unoccupied orbital energy   1.7 eV
HOMO energy   -3.7 eV
Total charge   -1
HOMO-LUMO gap   5.358 eV
Spin multiplicity   1



Molecular formula: C27H28Br2N3O3Pd
Method: DFT, the ωB97M-V functional and the def2-TZVPD basis

The geometry in XYZ format:
```
64
Properties=species:S:1:pos:R:3:mulliken_spin:R:1
Pd -0.870 -0.104 -0.289 1.22
C -0.098 -0.895 4.598 0.02
C -0.637 -1.601 3.328 -0.02
C -1.561 -2.751 3.693 0.00
C -1.243 -0.528 2.479 0.13
C -2.636 -0.303 2.408 0.14
C -3.161 0.766 1.697 0.02
C -2.328 1.707 1.065 0.18
C -2.897 2.900 0.387 0.00
C -0.925 1.552 1.202 0.00
C -0.393 0.422 1.859 -0.04
H 0.421 -1.619 5.219 0.00
H -0.925 -0.471 5.160 0.00
H 0.595 -0.096 4.353 0.00
H 0.239 -2.003 2.796 0.01
H -2.310 -2.438 4.418 0.00
H -0.984 -3.547 4.156 0.00
H -2.071 -3.161 2.825 0.00
H -3.309 -0.958 2.940 -0.01
H -4.230 0.923 1.683 0.01
H -2.418 3.085 -0.576 0.01
H -2.729 3.796 0.990 0.01
H -3.970 2.805 0.241 0.00
H -0.290 2.398 0.958 0.01
H 0.676 0.354 2.046 0.00
C -3.432 -2.392 -0.084 -0.01
C -2.487 -2.804 -1.152 -0.01
C -2.690 -3.979 -1.896 0.01
C -1.839 -4.304 -2.924 0.03
C -0.727 -3.479 -3.187 0.00
C 0.224 -3.673 -4.241 0.24
Br 0.001 -5.086 -5.471 0.08
C 1.291 -2.795 -4.400 -0.05
C 1.529 -1.779 -3.489 0.17
Br 2.932 -0.554 -3.695 0.04
C 0.683 -1.594 -2.349 0.17
O 0.948 -0.809 -1.405 0.33
C -0.533 -2.383 -2.320 0.09
N -1.425 -2.038 -1.366 0.11
H -4.093 -3.214 0.175 0.00
H -4.046 -1.556 -0.424 0.00
H -2.867 -2.082 0.799 0.01
H -3.518 -4.621 -1.638 0.00
H -2.006 -5.198 -3.506 0.01
H 1.949 -2.905 -5.252 0.00
O 4.963 3.421 2.749 0.12
C 5.228 3.605 1.414 0.04
N 4.017 3.321 0.696 0.49
C 4.024 3.032 -0.635 -0.03
O 5.039 2.943 -1.275 0.31
C 2.684 2.799 -1.291 -0.02
C 2.452 3.288 -2.575 -0.02
C 1.245 3.019 -3.197 0.01
C 0.307 2.253 -2.514 -0.02
N 0.552 1.760 -1.309 0.10
C 1.709 2.001 -0.701 0.02
H 5.679 3.745 3.318 0.00
H 6.022 2.929 1.025 0.08
H 5.586 4.635 1.205 0.08
H 3.171 3.442 1.237 -0.04
H 3.222 3.861 -3.076 0.00
H 1.032 3.396 -4.186 0.00
H -0.662 2.037 -2.951 0.00
H 1.890 1.524 0.256 -0.03
```

Properties
Total energy   -182601.561 eV
Largest force on an atom   2.72 eV/Å
Lowest unoccupied orbital energy (spin up / spin down)   -8.2 / -13.2 eV
HOMO energy (spin up / spin down)   -15.9 / -17.0 eV
Total charge   +3
HOMO-LUMO gap (spin up / spin down)   7.719 / 3.771 eV
Spin multiplicity   5
⟨S²⟩   6.07



Molecular formula: C27H28BrCoN3O2P2
Method: DFT, the ωB97M-V functional and the def2-TZVPD basis

The geometry in XYZ format:
```
64
Properties=species:S:1:pos:R:3:lowdin_charge:R:1
Co -0.325 1.228 1.015 0.05
Br -0.080 -4.883 -3.882 0.76
C 1.374 -4.518 -2.734 -0.69
C 1.817 -3.206 -2.597 -0.12
C 2.873 -2.925 -1.757 -0.02
C 3.499 -3.957 -1.048 -0.26
C 3.062 -5.268 -1.221 -0.01
C 1.992 -5.554 -2.053 -0.11
N 4.621 -3.832 -0.170 0.08
N 5.088 -2.751 0.219 0.09
C 4.329 -1.601 0.518 -0.22
C 4.968 -0.398 0.374 0.01
C 4.233 0.793 0.408 0.04
C 2.881 0.782 0.615 -0.16
O 2.257 2.008 0.506 0.06
C 2.196 -0.429 0.899 -0.10
N 0.851 -0.443 1.163 0.06
C 0.338 -1.554 1.649 -0.12
C 1.054 -2.736 1.859 0.00
C 2.358 -2.779 1.465 0.02
C 2.961 -1.621 0.936 -0.10
H 1.336 -2.415 -3.155 0.10
H 3.223 -1.905 -1.677 0.12
H 3.573 -6.057 -0.685 0.12
H 1.649 -6.571 -2.181 0.11
H 6.027 -0.394 0.152 0.13
H 4.719 1.743 0.236 0.14
H -0.705 -1.523 1.925 0.07
H 0.569 -3.585 2.318 0.12
H 2.939 -3.683 1.585 0.13
C -2.363 3.871 1.820 -0.21
P -1.614 2.981 0.407 0.89
C -1.060 4.351 -0.664 -0.22
C -3.094 2.377 -0.475 -0.36
C -4.049 3.234 -1.021 -0.08
C -5.147 2.721 -1.688 -0.05
C -5.299 1.346 -1.824 -0.05
C -4.368 0.489 -1.266 -0.07
C -3.264 1.003 -0.587 -0.38
P -2.067 -0.038 0.299 0.89
C -1.894 -1.493 -0.797 -0.22
C -3.155 -0.618 1.656 -0.21
H -3.143 4.558 1.491 0.05
H -1.602 4.435 2.358 0.04
H -2.795 3.144 2.507 0.05
H -1.911 4.946 -0.991 0.04
H -0.545 3.961 -1.542 0.06
H -0.383 5.001 -0.119 0.03
H -3.949 4.308 -0.921 0.10
H -5.886 3.392 -2.106 0.11
H -6.151 0.945 -2.358 0.11
H -4.502 -0.581 -1.364 0.11
H -2.758 -2.151 -0.715 0.05
H -0.999 -2.065 -0.559 0.03
H -1.807 -1.143 -1.826 0.06
H -4.024 -1.130 1.241 0.06
H -3.488 0.248 2.226 0.05
H -2.643 -1.293 2.340 0.04
C 1.438 3.972 1.468 0.02
C 1.415 2.475 1.479 -0.55
O 0.997 1.784 2.410 0.05
H 0.635 4.373 2.079 0.08
H 1.409 4.358 0.456 0.08
H 2.392 4.273 1.906 0.11
```

Properties
Total energy   -163259.030 eV
Largest force on an atom   2.22 eV/Å
Lowest unoccupied orbital energy (spin up / spin down)   -3.6 / -3.6 eV
HOMO energy (spin up / spin down)   -10.4 / -10.4 eV
Total charge   +1
HOMO-LUMO gap (spin up / spin down)   6.839 / 6.836 eV
Spin multiplicity   1



Molecular formula: C27H28BrNO3P2Y
Method: DFT, the ωB97M-V functional and the def2-TZVPD basis

The geometry in XYZ format:
```
63
Properties=species:S:1:pos:R:3:lowdin_charge:R:1
C 2.784 3.934 -0.763 -0.05
C 1.475 3.492 -0.876 -0.25
C 1.244 2.316 -1.658 -0.26
C 2.297 1.397 -1.915 -0.18
C 3.608 1.852 -1.746 -0.05
C 3.845 3.121 -1.218 -0.07
C 1.972 -0.021 -2.270 -0.08
C 0.550 -0.178 -2.721 -0.16
C -0.397 0.840 -2.442 -0.24
C -1.798 0.568 -2.463 -0.26
C -2.232 -0.584 -3.101 -0.04
C -1.283 -1.536 -3.531 -0.06
C 0.080 -1.343 -3.322 -0.04
H 2.973 4.883 -0.258 0.12
H 4.416 1.178 -2.033 0.12
H 4.866 3.499 -1.154 0.11
H 2.688 -0.423 -3.000 0.14
H -3.308 -0.758 -3.191 0.12
H -1.627 -2.446 -4.024 0.11
H 0.813 -2.097 -3.600 0.13
N -0.042 2.056 -1.971 0.07
Y 1.971 -1.803 0.529 0.99
C 0.269 4.021 -0.108 -0.22
H -0.546 4.341 -0.777 0.10
H 0.545 4.857 0.545 0.10
C -2.639 1.511 -1.619 -0.23
H -2.418 2.560 -1.870 0.09
H -3.715 1.325 -1.723 0.11
P -0.447 2.707 0.994 0.94
P -2.206 1.318 0.172 0.94
C -1.996 -0.477 0.371 -0.17
H -1.760 -0.752 1.400 0.02
H -2.913 -1.004 0.067 0.10
H -1.195 -0.843 -0.287 0.05
C -3.676 1.790 1.119 -0.22
H -4.550 1.369 0.606 0.07
H -3.628 1.384 2.137 0.07
H -3.785 2.882 1.177 0.06
C 1.040 1.777 1.494 -0.18
H 1.726 2.450 2.030 0.10
H 0.806 0.920 2.135 0.00
H 1.568 1.441 0.586 0.04
C -1.074 3.507 2.498 -0.22
H -1.266 2.758 3.279 0.07
H -0.302 4.202 2.855 0.07
H -2.001 4.063 2.302 0.06
C 0.414 -1.326 2.448 -0.01
O -0.327 -1.079 3.304 0.12
H 2.227 -0.787 -1.247 0.03
Br 4.369 -0.867 0.838 -0.03
C 1.210 -3.842 1.622 -0.24
C 1.522 -4.390 2.841 -0.14
C 0.711 -5.418 3.378 -0.07
C -0.372 -5.910 2.638 -0.07
C -0.656 -5.380 1.378 -0.01
C 0.145 -4.328 0.862 -0.20
C -0.226 -3.671 -0.445 -0.57
O -1.253 -3.950 -1.036 0.08
O 0.677 -2.769 -0.845 -0.25
H 2.376 -4.030 3.419 0.09
H 0.944 -5.830 4.363 0.10
H -1.000 -6.711 3.039 0.11
H -1.487 -5.765 0.787 0.12
```

Properties
Total energy   -125743.141 eV
Largest force on an atom   4.14 eV/Å
Lowest unoccupied orbital energy   -4.3 eV
HOMO energy   -9.3 eV
Total charge   +1
HOMO-LUMO gap   5.057 eV
Spin multiplicity   1



Molecular formula: C27H28CaN9O8S
Method: DFT, the ωB97M-V functional and the def2-TZVPD basis

The geometry in XYZ format:
```
74
Properties=species:S:1:pos:R:3:lowdin_charge:R:1
Ca 0.052 0.490 0.330 1.37
O -0.245 0.299 2.502 -0.27
N -1.269 0.939 2.883 -0.03
N -2.193 1.087 1.992 -0.25
O -2.154 0.599 0.773 -0.27
C -3.322 1.876 2.383 -0.18
C -3.597 2.146 3.719 -0.02
C -4.713 2.904 4.032 -0.10
C -5.549 3.388 3.032 -0.11
C -5.259 3.107 1.706 -0.08
C -4.145 2.347 1.373 -0.02
H -2.940 1.769 4.487 0.10
H -4.930 3.119 5.071 0.10
H -6.418 3.981 3.288 0.09
H -5.897 3.487 0.918 0.10
H -3.887 2.119 0.350 0.12
C 0.031 -1.442 -3.298 0.00
C 0.055 0.029 -3.085 -0.36
N -0.221 0.650 -1.956 0.05
C 0.014 1.998 -2.186 -0.13
C 0.387 2.172 -3.479 -0.09
N 0.394 0.916 -4.037 0.19
C 0.765 3.325 -4.322 -0.50
O 0.749 4.500 -3.734 0.11
O 1.060 3.146 -5.488 0.06
C -0.053 3.048 -1.095 -0.56
O 0.014 4.233 -1.487 0.05
O -0.179 2.647 0.093 -0.13
H -0.167 -1.940 -2.351 0.05
H 0.998 -1.771 -3.681 0.08
H -0.748 -1.729 -4.008 0.08
H 0.736 0.741 -4.968 0.17
H 0.517 4.386 -2.738 0.00
N 8.745 0.513 1.008 0.08
C 7.416 0.500 0.563 -0.33
C 6.499 1.428 1.054 -0.04
C 5.199 1.445 0.582 -0.05
C 4.798 0.530 -0.381 -0.29
C 5.703 -0.394 -0.878 -0.07
C 7.007 -0.405 -0.414 -0.04
S 3.121 0.555 -0.941 0.59
O 3.089 -0.134 -2.212 -0.31
O 2.716 1.940 -0.897 -0.29
N 2.209 -0.177 0.170 -0.23
C 2.211 -1.545 0.253 -0.47
N 1.072 -2.078 0.764 0.09
C 1.024 -3.396 0.837 -0.16
C 2.076 -4.216 0.460 -0.08
C 3.206 -3.565 -0.009 -0.14
N 3.294 -2.250 -0.120 0.13
H 8.877 0.923 1.918 0.08
H 9.224 -0.369 0.920 0.08
H 6.812 2.144 1.806 0.11
H 4.488 2.173 0.950 0.12
H 5.372 -1.099 -1.627 0.10
H 7.718 -1.123 -0.809 0.10
H 0.096 -3.813 1.216 0.10
H 2.020 -5.292 0.536 0.09
H 4.084 -4.130 -0.313 0.10
C -4.451 -3.905 0.926 -0.05
C -4.221 -2.453 0.501 -0.59
C -4.368 -1.507 1.701 -0.03
C -5.193 -2.054 -0.613 -0.04
C -2.845 -2.299 -0.013 -0.15
N -1.803 -2.023 -0.407 0.22
H -5.478 -4.020 1.277 0.08
H -3.775 -4.184 1.736 0.09
H -4.290 -4.590 0.092 0.09
H -5.387 -1.576 2.088 0.09
H -4.162 -0.480 1.405 0.06
H -3.669 -1.772 2.495 0.10
H -6.216 -2.155 -0.246 0.09
H -5.072 -2.692 -1.489 0.09
H -5.027 -1.020 -0.912 0.09
```

Properties
Total energy   -87523.932 eV
Largest force on an atom   1.65 eV/Å
Lowest unoccupied orbital energy   2.3 eV
HOMO energy   -5.5 eV
Total charge   -1
HOMO-LUMO gap   7.764 eV
Spin multiplicity   1